1.
DFT (the ωB97M-V functional and the def2-TZVPD basis) results for CHF4NO3PmS as an isolated structure at a distorted geometry.

Structure (XYZ):
```
12
Properties=species:S:1:pos:R:3:forces:R:3:lowdin_spin:R:1
N -0.2858 0.5327 1.1965 3.8 -0.1 0.6 -0.002
S -0.4123 0.7490 -0.3434 -8.2 -0.9 -0.3 0.000
O 0.4934 -0.0128 -1.2654 1.9 0.5 0.6 -0.004
O -1.0672 1.9709 -0.7638 2.2 -0.9 -0.3 -0.001
C -1.9432 -0.4836 -0.1213 -1.1 0.9 -2.1 0.000
F -2.7267 -0.2085 0.9164 0.9 0.0 0.2 0.000
F -2.7030 -0.2865 -1.1973 -0.2 0.0 -0.6 0.000
F -1.6141 -1.7693 -0.1163 0.7 0.1 0.5 0.000
F 4.7518 -0.8540 -0.9920 -2.0 0.4 0.4 -0.008
Pm 2.7480 -0.4858 -0.5657 0.1 0.0 -0.1 4.022
O 1.2608 0.3291 1.1668 1.7 -0.2 1.1 -0.008
H 1.4984 0.5190 2.0854 0.0 0.1 0.1 0.000
```
Forces are in eV/Å.

Output
<S²>: 6.005
Net charge: +1
Molar mass: 328.08 g/mol
E_HOMO (spin up / spin down): -13.474 / -13.486 eV
E_tot: -1724.84045 Eh
2S+1: 5



2.
DFT (the ωB97M-V functional and the def2-TZVPD basis) results for CHF4NO3STl as an isolated structure at a distorted geometry.

Structure (XYZ):
```
12
Properties=species:S:1:pos:R:3:forces:R:3:mulliken_charge:R:1
N -0.4171 -0.3457 0.8985 -5.1 0.0 -5.7 -0.110
S -0.0725 0.6175 -0.2568 -2.7 0.0 5.1 1.010
O 0.7935 0.0517 -1.3399 -2.6 1.3 -1.9 -0.366
O -0.6333 1.9475 -0.3255 1.9 -2.0 -1.1 -0.387
C -1.9539 -0.5104 0.0003 -3.8 -1.8 2.7 0.658
F -2.7419 0.0747 0.9143 0.2 -0.1 0.0 -0.213
F -2.5418 -0.1741 -1.1613 1.7 0.7 -0.6 -0.203
F -2.1304 -1.8328 0.0529 0.7 0.2 0.1 -0.204
F 4.2694 -0.4249 -1.0886 5.8 -0.8 -1.8 -0.320
Tl 2.5847 -0.2308 -0.5773 -1.1 -0.2 2.1 1.401
O 1.3879 0.2208 1.0000 4.5 2.3 1.1 -0.641
H 1.4554 0.6065 1.8836 0.5 0.3 0.1 0.374
```
Forces are in eV/Å.

Output
Net charge: +1
Molar mass: 387.46 g/mol
E_HOMO: -15.118 eV
E_tot: -1288.68548 Eh



3.
DFT (the ωB97M-V functional and the def2-TZVPD basis) results for an isolated ion of composition CHF6N4 and charge +1 at a distorted geometry.

Structure (XYZ):
```
12
Properties=species:S:1:pos:R:3:forces:R:3:mulliken_charge:R:1
C 0.0563 -0.2166 -0.4082 -0.9 -1.3 -0.9 -0.015
N 0.8327 -1.4157 -0.0263 -1.0 0.7 -1.7 0.143
N 2.1771 -1.0256 0.1094 -0.3 -0.7 2.8 0.259
N 2.0515 0.2791 0.7038 1.3 -1.0 0.9 -0.037
N 1.0437 0.9256 0.0015 -0.6 0.2 -1.9 1.008
F -0.0980 -0.0459 -1.7326 0.2 -0.6 1.4 -0.164
F 0.3219 -1.8631 1.1692 0.7 0.2 -0.2 -0.118
F 2.6926 -0.8549 -1.1026 0.1 -0.1 -1.7 -0.119
F 3.1930 0.9356 0.5058 0.3 0.5 0.3 -0.101
F 0.4708 1.8141 0.7483 -0.7 1.3 1.2 -0.137
F 1.4885 1.5836 -1.0829 0.0 0.2 -0.1 -0.111
H -0.9194 -0.2088 0.1331 0.8 0.5 -0.2 0.391
```
Forces are in eV/Å.

Output
SMILES: F[C@H]1N(F)N(F)N(F)[N+]1(F)F
Net charge: +1
Molar mass: 183.03 g/mol
E_HOMO: -17.229 eV
E_tot: -856.12579 Eh



4.
DFT (the ωB97M-V functional and the def2-TZVPD basis) results for CHFInLiO3 as an isolated structure at a distorted geometry.

Structure (XYZ):
```
8
Properties=species:S:1:pos:R:3:forces:R:3:lowdin_spin:R:1
Li -3.2030 0.0988 0.5036 -0.8 0.1 0.1 0.001
O -0.5466 -0.0988 -0.5683 1.5 3.1 -2.8 0.017
H -1.0123 -1.5587 -0.1979 -2.7 0.3 2.8 0.000
O 1.6043 -0.0893 -0.1838 1.1 -1.1 -0.4 0.222
O -1.3922 -0.7255 0.3532 1.8 -3.5 -1.1 0.002
C 0.5769 0.5178 -0.2158 -4.0 1.5 1.1 0.019
F 0.4329 1.7607 0.0576 0.6 -0.6 -0.3 0.001
In 3.5401 0.0951 0.2514 2.5 0.2 0.4 0.737
```
Forces are in eV/Å.

Output
<S²>: 0.752
Net charge: +3
Molar mass: 201.77 g/mol
E_HOMO (spin up / spin down): -25.192 / -25.491 eV
E_tot: -560.54789 Eh
2S+1: 2